A cluster of 3 separate species, C4H9N3O in total at a distorted geometry. Source: OMol25; level of theory: ωB97M-V/def2-TZVPD.

## Properties
Orbital gap = 6.9 eV
Total charge = 0
Lowest unoccupied orbital energy = -1.3 eV

Last column: Mulliken charge in e.
Cartesian coordinates (Å):
C (-0.82, 1.52, -1.34)  0.02
C (-1.26, -0.06, 0.45)  0.24
C (-1.10, -1.11, 1.26)  -0.66
C (0.30, -1.46, 1.86)  -0.34
H (1.84, 0.96, -3.71)  0.14
H (1.81, 0.15, -0.62)  0.08
H (-1.73, 2.05, -1.19)  0.36
H (0.56, 1.08, 0.09)  0.31
H (-2.25, 0.50, 0.34)  0.14
H (-1.88, -1.57, 1.78)  0.34
H (0.61, -0.69, 2.60)  0.28
H (0.35, -2.56, 2.27)  0.24
H (0.95, -1.70, -0.16)  0.34
N (1.45, 1.69, -1.96)  -0.44
N (0.11, 1.73, -2.30)  -0.19
N (-0.42, 0.93, -0.14)  -0.25
O (1.47, -1.45, 0.74)  -0.61

A cluster of 4 separate species, C15H30ClO7PS3 in total at a distorted geometry. Source: OMol25; level of theory: ωB97M-V/def2-TZVPD.

## Properties
SMILES string = O=S1(=O)CCCC1.O=S1(=O)CCCC1.O=S1(=O)CCCC1.CPCC(=O)Cl
Orbital gap = 8.9 eV
Total charge = 0
Lowest unoccupied orbital energy = 0.4 eV

Last column: Mulliken charge in e.
Cartesian coordinates (Å):
C (-3.44, -0.24, -1.25)  -0.79
P (-2.73, 1.24, -0.43)  0.06
C (-1.72, 0.47, 0.92)  1.10
C (-2.50, -0.17, 2.01)  0.49
O (-2.59, -1.35, 2.23)  -0.47
Cl (-3.38, 0.98, 3.05)  -0.20
H (-3.80, -0.98, -0.53)  0.28
H (-2.65, -0.71, -1.85)  0.13
H (-4.26, 0.07, -1.89)  0.40
H (-3.84, 1.82, 0.20)  0.02
H (-1.02, 1.20, 1.31)  -0.53
H (-1.17, -0.33, 0.42)  -0.51
C (0.42, 5.67, 3.35)  -0.59
C (1.12, 4.33, 3.63)  -0.90
C (0.51, 3.29, 2.70)  0.13
S (-0.06, 4.18, 1.24)  1.16
O (-1.50, 4.07, 1.19)  -0.62
O (0.74, 3.83, 0.10)  -0.63
C (0.38, 5.81, 1.83)  -0.79
H (0.93, 6.51, 3.81)  0.39
H (-0.60, 5.64, 3.74)  0.28
H (2.19, 4.43, 3.41)  0.32
H (1.02, 4.04, 4.67)  0.38
H (1.22, 2.54, 2.37)  -0.12
H (-0.37, 2.81, 3.14)  0.32
H (-0.36, 6.53, 1.47)  0.42
H (1.36, 6.05, 1.42)  0.34
C (2.62, -0.24, -1.71)  -0.74
C (1.31, -0.37, -0.93)  0.51
C (1.67, -0.42, 0.57)  -0.42
S (3.20, 0.52, 0.73)  1.06
O (4.25, -0.36, 1.17)  -0.70
O (2.91, 1.75, 1.43)  -0.67
C (3.41, 0.86, -1.01)  -0.72
H (2.44, 0.01, -2.75)  0.38
H (3.17, -1.18, -1.68)  0.34
H (0.68, 0.50, -1.13)  0.15
H (0.75, -1.26, -1.23)  -0.50
H (0.91, 0.05, 1.19)  0.13
H (1.87, -1.43, 0.92)  0.36
H (4.47, 0.88, -1.24)  0.44
H (2.97, 1.85, -1.19)  0.34
C (-0.11, -5.93, -2.81)  -0.58
C (-0.79, -5.78, -1.44)  -0.70
C (-0.87, -4.28, -1.12)  -0.50
S (-0.93, -3.45, -2.72)  1.16
O (0.26, -2.65, -2.87)  -0.65
O (-2.23, -2.84, -2.90)  -0.69
C (-0.78, -4.92, -3.72)  -0.77
H (-0.20, -6.94, -3.20)  0.36
H (0.95, -5.70, -2.72)  0.29
H (-1.80, -6.20, -1.49)  0.30
H (-0.26, -6.32, -0.66)  0.34
H (-1.76, -4.01, -0.56)  0.44
H (0.02, -3.93, -0.61)  0.23
H (-0.21, -4.67, -4.62)  0.39
H (-1.79, -5.23, -3.99)  0.35

The molecule C3H7N3OS at a distorted geometry. Source: OMol25; level of theory: ωB97M-V/def2-TZVPD.

## Properties
SMILES string = COC(=S)N/C=N\N
Orbital gap = 8.8 eV
Total charge = 0
Lowest unoccupied orbital energy = 0.5 eV

Last column: Mulliken charge in e.
Cartesian coordinates (Å):
C (-1.07, -0.63, 1.98)  -0.75
C (0.87, -0.10, 0.73)  0.49
C (0.81, 1.10, -1.51)  -0.05
H (-0.53, -0.15, 2.84)  0.41
H (-2.17, -0.09, 2.01)  0.21
H (-1.14, -1.74, 1.96)  0.29
H (2.34, 0.91, -0.31)  0.31
H (1.50, 1.91, -2.02)  0.25
H (-1.22, -0.69, -1.03)  0.23
H (-1.36, -0.64, -2.75)  0.28
N (1.37, 0.44, -0.41)  -0.21
N (-0.09, 0.62, -2.32)  -0.35
N (-0.70, -0.50, -1.97)  -0.36
O (-0.46, -0.12, 0.78)  -0.36
S (1.85, -0.35, 2.03)  -0.38

The molecule C3H4N2O3 at a distorted geometry. Source: OMol25; level of theory: ωB97M-V/def2-TZVPD.

## Properties
SMILES string = O=CN/N=C/C(=O)O
Orbital gap = 10.0 eV
Total charge = 0
Lowest unoccupied orbital energy = -0.4 eV

Last column: Mulliken charge in e.
Cartesian coordinates (Å):
C (-0.38, -2.05, 0.95)  0.22
C (-0.77, -0.76, 0.31)  0.31
C (0.78, 2.15, -0.95)  0.00
H (1.39, -1.40, 0.88)  0.44
H (-1.84, -0.56, 0.14)  0.35
H (-1.16, 1.39, -0.86)  0.25
H (0.32, 3.01, -1.47)  0.31
N (0.17, 0.06, -0.01)  -0.26
N (-0.18, 1.20, -0.62)  -0.13
O (0.91, -2.20, 1.17)  -0.50
O (-1.21, -2.90, 1.19)  -0.54
O (1.96, 2.06, -0.73)  -0.46